(1)
{"formula": "C5H14N3", "method": "the ωB97M-V functional and the def2-TZVPD basis", "smiles": "C=C(C)[NH2+]CN(C)N", "total_charge": 1, "orbital_gap_ev": 10.6, "max_force_ev_per_a": 3.59, "energy_ev": -9872.6316, "e_homo_ev": -13.498, "e_above_lowest_kj_mol": 437.54, "e_lumo_ev": -2.942, "elements": ["C", "C", "C", "N", "C", "N", "C", "N", "H", "H", "H", "H", "H", "H", "H", "H", "H", "H", "H", "H", "H", "H"], "positions_angstrom": [[-1.1470, 0.3533, 1.5492], [-1.6384, -0.1266, 0.4310], [-2.8574, 0.1288, -0.3981], [-0.6839, -1.0208, -0.2538], [0.4027, -0.1946, -0.9295], [1.1523, 0.2810, 0.1310], [2.2048, 1.2584, -0.3204], [1.7376, -0.9301, 0.7589], [-1.7245, 1.0022, 2.1840], [-0.2019, 0.1728, 1.9572], [-3.4750, 0.8581, 0.2573], [-2.6752, 0.2035, -1.4581], [-3.2710, -0.8408, -0.2784], [-1.0139, -1.6519, -0.9484], [-0.1307, -1.3962, 0.4505], [0.9873, -0.9005, -1.5812], [0.1255, 0.4507, -1.6654], [2.6378, 1.0468, -1.3596], [1.7949, 2.2927, -0.3630], [3.0834, 1.0899, 0.3991], [2.5321, -0.6164, 1.4291], [2.1604, -1.4603, 0.0087]], "forces_ev_per_a": [[-1.957, 0.866, 0.736], [0.826, 0.280, -1.100], [-0.239, 0.274, 3.321], [-0.266, 2.876, -2.040], [1.242, -3.360, 0.172], [3.041, 0.930, 0.316], [1.117, -0.705, -0.151], [0.941, 1.743, 1.078], [-0.402, 0.390, -0.222], [1.030, -0.858, 0.297], [0.680, -0.895, -2.092], [-0.008, 1.047, -0.207], [-1.573, -0.927, -0.207], [-0.851, -0.984, -0.133], [1.330, -2.181, 1.834], [-0.226, -0.233, 0.599], [-1.683, 2.598, -1.206], [-0.662, -0.073, 1.180], [0.387, -0.777, 0.457], [-1.378, 0.976, -1.015], [-1.994, -0.717, -1.450], [0.646, -0.267, -0.165]]}



(2)
{"formula": "C5H14N3", "method": "the ωB97M-V functional and the def2-TZVPD basis", "smiles": "[H]/N=C/NCCCC[NH3+]", "total_charge": 1, "orbital_gap_ev": 8.0, "max_force_ev_per_a": 4.68, "energy_ev": -9873.8838, "e_homo_ev": -11.716, "e_above_lowest_kj_mol": 316.72, "e_lumo_ev": -3.721, "elements": ["H", "N", "C", "N", "C", "C", "C", "C", "N", "H", "H", "H", "H", "H", "H", "H", "H", "H", "H", "H", "H", "H"], "positions_angstrom": [[-0.9299, -3.8208, 1.5939], [-1.0085, -3.1174, 0.9080], [-1.4997, -2.0206, 1.3622], [-1.7185, -1.0954, 0.3295], [-1.8066, 0.3503, 0.4479], [-0.5720, 1.0931, -0.2939], [0.7485, 0.7007, 0.2973], [1.9312, 1.2461, -0.4476], [1.9301, 0.5364, -1.7647], [-1.8628, -1.9868, 2.4212], [-1.3677, -1.3703, -0.5440], [-1.9102, 0.5968, 1.6079], [-2.7562, 0.6882, -0.0713], [-0.5662, 0.9176, -1.3736], [-0.7465, 2.0806, 0.1427], [0.8042, 0.9076, 1.5098], [0.8940, -0.3223, 0.6142], [2.8964, 0.9849, 0.0508], [1.7815, 2.3037, -0.6124], [2.7766, 0.8578, -2.2117], [1.8299, -0.4692, -1.6381], [1.1525, 0.9388, -2.3283]], "forces_ev_per_a": [[0.019, -0.930, 1.036], [0.131, 1.264, -0.178], [0.156, -1.738, -1.760], [-0.651, 1.565, 2.608], [-0.476, 0.097, 0.535], [-1.478, -0.756, 3.047], [0.580, -0.160, 4.639], [0.110, -1.001, 1.641], [-0.495, 1.836, -0.616], [0.180, 1.087, -1.074], [0.386, -1.078, -0.982], [0.487, -0.107, -2.579], [1.051, -0.085, 0.740], [-0.709, 0.538, 0.126], [0.028, 0.600, -1.508], [-0.161, 0.934, -2.914], [-0.084, -1.238, -1.403], [-0.757, 0.544, -0.422], [0.469, 0.273, -0.257], [0.523, -0.733, -0.683], [0.227, -0.111, -0.273], [0.463, -0.799, 0.278]]}



(3)
{"formula": "C5H14N3", "method": "the ωB97M-V functional and the def2-TZVPD basis", "total_charge": 1, "orbital_gap_ev": 6.7, "max_force_ev_per_a": 2.69, "energy_ev": -9873.1488, "e_homo_ev": -12.285, "e_above_lowest_kj_mol": 387.64, "e_lumo_ev": -5.549, "elements": ["C", "C", "C", "N", "H", "H", "H", "H", "H", "H", "C", "N", "C", "N", "H", "H", "H", "H", "H", "H", "H", "H"], "positions_angstrom": [[-2.1281, -1.4667, -1.1909], [-2.2789, -1.9141, -2.4555], [-2.0260, 0.7406, -0.0075], [-2.3773, -0.0418, -0.9514], [-1.8431, -2.1183, -0.3139], [-2.6681, -1.2423, -3.2265], [-2.1020, -2.9696, -2.7628], [-2.3175, 1.8167, -0.0958], [-1.4356, 0.3938, 0.8027], [-2.7627, 0.3794, -1.7937], [1.0555, -0.1818, -0.0563], [1.2556, -0.0754, 1.4089], [1.9961, 1.1832, 1.8171], [3.3960, 1.2506, 1.5369], [0.4740, -1.0442, -0.3943], [0.6235, 0.7366, -0.5072], [2.0857, -0.2965, -0.4460], [0.3220, -0.0784, 1.9314], [1.8755, 1.3063, 2.9117], [1.4720, 2.0659, 1.3508], [3.8770, 0.4472, 1.9597], [3.5062, 1.1090, 0.4828]], "forces_ev_per_a": [[0.235, -0.778, -0.011], [-0.201, 0.006, 0.965], [-0.638, 1.058, -0.890], [0.409, -0.978, -0.807], [-0.267, 1.163, -1.061], [0.303, -0.205, 0.103], [-0.108, 1.018, 0.540], [0.393, -1.085, 0.143], [0.176, -0.393, 0.761], [-0.397, 0.200, 0.212], [1.159, 0.594, 0.664], [-1.581, 0.300, 0.602], [-1.453, 0.374, 0.419], [0.150, -1.157, -2.419], [0.150, -0.037, 0.431], [0.119, -0.110, 0.018], [-0.704, 0.013, -0.284], [1.797, -0.028, -0.868], [-0.124, -0.302, -0.553], [0.626, -0.546, 0.209], [-0.226, 0.432, -0.080], [0.181, 0.464, 1.904]]}



(4)
{"formula": "C5H14N4", "method": "the ωB97M-V functional and the def2-TZVPD basis", "smiles": "[H]/N=C(\\N(C)N)C(C)(C)N", "total_charge": 0, "orbital_gap_ev": 8.8, "max_force_ev_per_a": 5.78, "energy_ev": -11369.3566, "e_homo_ev": -7.927, "e_above_lowest_kj_mol": 294.99, "e_lumo_ev": 0.883, "elements": ["H", "N", "C", "N", "C", "N", "C", "C", "C", "N", "H", "H", "H", "H", "H", "H", "H", "H", "H", "H", "H", "H", "H"], "positions_angstrom": [[0.6293, 2.4855, 0.7570], [1.3047, 1.7094, 0.6719], [0.6336, 0.7006, 0.3249], [-1.0459, 1.0800, 0.1781], [-1.4590, 1.7955, -1.0183], [-2.0322, 0.2209, 0.6974], [0.8214, -0.7346, 0.0957], [0.3865, -1.2937, -1.2431], [0.4714, -1.5963, 1.2886], [2.5442, -0.6666, -0.0116], [-2.4116, 2.3210, -0.8584], [-0.7198, 2.5528, -1.2909], [-1.6011, 1.1151, -1.8707], [-2.7745, -0.0056, 0.0342], [-2.4687, 0.6464, 1.5130], [0.9446, -2.2081, -1.4640], [-0.6836, -1.5186, -1.2323], [0.5550, -0.5809, -2.0541], [-0.6178, -1.6663, 1.3929], [0.8763, -2.6039, 1.1614], [0.8653, -1.1777, 2.2184], [2.9416, -0.8752, 0.9036], [2.8403, 0.3004, -0.1938]], "forces_ev_per_a": [[0.411, -0.298, 0.081], [-0.450, -0.975, -0.591], [-5.458, 1.894, 0.022], [2.052, 0.689, 0.482], [0.185, -0.237, 0.043], [0.185, -0.433, 0.107], [5.522, 0.342, -0.014], [-0.441, 0.296, -0.071], [-0.322, -0.140, 0.256], [-1.984, -0.777, -0.061], [0.191, -0.122, 0.164], [0.032, -0.162, -0.008], [-0.017, 0.067, -0.157], [0.412, 0.038, -0.086], [0.118, 0.037, -0.242], [-0.070, 0.205, 0.182], [0.016, -0.027, 0.062], [0.133, -0.059, 0.105], [0.277, 0.027, -0.091], [0.051, 0.128, -0.102], [0.021, 0.013, -0.133], [-0.359, -0.041, -0.027], [-0.506, -0.467, 0.079]]}